23
Properties=species:S:1:pos:R:3:nbo_charge:R:1 method="wB97M-V/def2-TZVPD" e_lumo_ev=0.65 smiles="C[C@H]1CCCOC(=O)N1.O" e_homo_ev=-9.665 homo_lumo_gap_ev=10.32 e_tot_ev=-14065.86275
O -1.15 0.64 -2.57 -0.600
H 1.20 -2.07 0.54 0.209
H 0.29 2.65 1.26 0.214
C -0.59 -2.05 -0.64 -0.067
C -0.23 -0.78 1.54 -0.406
H -0.40 -3.01 -1.14 0.203
O 1.54 1.87 -3.28 -0.925
H 1.18 0.44 0.49 0.184
C 0.04 1.72 1.78 -0.611
H -1.30 -0.77 1.78 0.206
H -0.18 -2.92 1.25 0.219
N -0.70 0.81 -0.33 -0.670
H -1.68 -1.94 -0.51 0.181
O -0.13 -1.06 -1.58 -0.533
H 0.32 -0.83 2.49 0.213
C -0.66 0.17 -1.56 0.888
C 0.11 -2.01 0.71 -0.428
H -1.15 1.71 -0.36 0.407
C 0.14 0.53 0.84 -0.045
H 2.35 1.38 -3.13 0.463
H -0.97 1.80 2.20 0.212
H 1.24 2.15 -2.39 0.464
H 0.74 1.59 2.62 0.222

---

22
Properties=species:S:1:pos:R:3:nbo_charge:R:1 method="wB97M-V/def2-TZVPD" e_lumo_ev=0.33 e_homo_ev=-6.816 homo_lumo_gap_ev=7.15 e_tot_ev=-12012.38186
H 1.73 0.62 -1.34 0.220
H 0.05 -1.99 1.68 0.206
H -1.43 -0.02 1.16 0.269
C -0.72 1.47 -0.12 0.853
C -1.04 0.15 0.16 -0.541
H -2.50 1.86 -2.37 0.460
H 1.03 0.27 2.33 0.210
H 1.78 1.30 1.10 0.220
H -1.42 -0.43 -0.68 0.279
C 1.47 -0.40 -1.05 -0.655
H 2.55 -0.21 1.58 0.219
C 0.82 -0.49 0.31 0.024
H -0.07 -2.45 -0.03 0.209
H 1.49 -2.49 0.80 0.205
O -0.03 2.33 -0.52 -0.437
H 2.42 -0.96 -1.07 0.216
C 1.58 0.27 1.38 -0.654
C 0.55 -1.93 0.71 -0.634
H 0.84 -0.85 -1.83 0.212
H -3.39 1.10 0.10 0.324
N -2.70 1.61 -0.46 -0.583
O -3.01 1.23 -1.83 -0.621

---

46
Properties=species:S:1:pos:R:3:nbo_charge:R:1 method="wB97M-V/def2-TZVPD" e_lumo_ev="-0.80 / -0.80" e_homo_ev="-7.437 / -7.419" homo_lumo_gap_ev="6.63 / 6.62" e_tot_ev=-67382.73781
C -0.04 2.70 0.97 0.131
H 2.12 1.16 -4.51 0.412
O 1.94 0.61 1.17 -1.044
H -0.57 -5.27 -3.40 0.215
C -0.20 3.76 1.89 -0.212
N 1.25 1.64 -2.16 -0.369
C -2.38 -4.48 -2.56 -0.190
C 1.68 0.53 -2.62 0.321
C -0.85 -2.23 -1.90 -0.157
P -0.47 -1.82 2.09 2.530
C -0.27 -3.32 -2.57 -0.126
O 0.36 -0.53 2.75 -1.086
P 1.94 -0.19 2.48 2.555
N 0.74 1.62 -0.89 -0.219
C -1.14 3.67 2.88 -0.166
H -1.27 4.46 3.60 0.223
H 2.36 4.13 0.11 0.238
H -2.97 -5.36 -2.80 0.215
S 1.66 -1.03 -1.62 0.385
N -0.74 1.52 1.14 -0.449
C 0.77 2.75 -0.18 0.212
H 0.78 -3.28 -2.83 0.201
H 2.45 -0.52 -4.19 0.410
H -2.30 0.58 2.11 0.242
C -0.09 -1.12 -1.39 -0.225
H -2.68 -1.43 -1.13 0.227
C -2.97 -3.40 -1.93 -0.212
O 0.69 -2.52 1.21 -1.011
C -1.73 1.49 2.07 0.058
O 2.77 -1.40 2.59 -1.135
H -2.73 2.43 3.68 0.231
C -2.22 -2.28 -1.61 -0.140
H 1.48 -2.71 1.76 0.546
C 1.56 3.95 -0.60 -0.666
H -4.02 -3.43 -1.68 0.218
H 0.42 4.63 1.78 0.227
C -1.03 -4.43 -2.89 -0.233
O -1.05 -2.64 3.14 -1.070
Mo 0.18 0.06 0.14 0.997
H 2.59 0.44 4.40 0.515
O 2.21 0.89 3.62 -0.982
H 0.93 4.84 -0.64 0.228
N 2.16 0.39 -3.86 -0.786
H 1.98 3.77 -1.59 0.254
C -1.95 2.52 2.94 -0.249
O -1.34 -1.15 1.03 -1.065

---

14
Properties=species:S:1:pos:R:3:nbo_charge:R:1 method="wB97M-V/def2-TZVPD" e_lumo_ev=0.87 smiles=CN(C)CC#N e_homo_ev=-9.532 homo_lumo_gap_ev=10.40 e_tot_ev=-7256.62668
H -1.36 1.17 -1.02 0.169
H -1.37 1.83 0.65 0.211
H 1.31 0.53 -1.33 0.245
N 0.07 0.36 0.36 -0.410
C -0.73 1.46 -0.16 -0.418
H -1.55 -0.38 1.47 0.212
H 0.16 -1.00 -1.19 0.203
H -0.07 2.28 -0.46 0.206
C 0.87 -0.25 -0.68 -0.331
C 1.94 -1.09 -0.11 0.276
H -1.02 -1.34 -0.08 0.154
H -0.09 -1.42 1.43 0.218
C -0.72 -0.75 0.84 -0.421
N 2.71 -1.83 0.32 -0.315

---

65
Properties=species:S:1:pos:R:3:mulliken_spin:R:1 method="wB97M-V/def2-TZVPD" s_squared=3.77 e_lumo_ev="3.69 / 3.68" e_homo_ev="-0.051 / -0.395" homo_lumo_gap_ev="3.74 / 4.07" charge=-2 multiplicity=4 e_tot_ev=-207122.91270
P 1.66 0.72 -3.91 0.000
C -3.89 -1.96 4.19 -0.004
S 3.25 1.95 2.93 0.000
C 0.70 -0.43 -5.02 0.000
S 2.79 -2.88 1.07 0.007
C 2.13 -0.22 0.10 0.001
H -1.30 -0.41 -1.53 0.000
C 1.66 2.29 -4.91 0.000
N -2.71 0.94 3.22 0.042
H 0.32 -4.42 4.90 -0.001
H -4.52 -2.92 4.16 0.000
C 5.09 -1.34 -5.05 0.000
C 4.34 1.09 -3.93 0.000
S 1.24 4.04 4.59 -0.001
H 2.72 -0.68 -0.70 0.000
H 6.37 1.56 -3.75 0.000
H -4.91 2.95 2.22 -0.001
C 3.71 -1.03 -4.94 0.000
C -0.31 -2.70 3.62 0.001
C -4.20 2.39 4.08 0.003
N -1.44 -1.86 3.54 0.013
C 6.08 -0.46 -4.62 0.000
C -2.38 0.16 0.27 0.004
H -4.82 1.96 -2.22 0.001
As 1.26 2.27 3.44 0.001
H 0.70 2.28 -5.46 0.000
C -3.13 1.63 4.37 -0.001
C -3.09 0.78 -1.96 0.000
S -2.07 -3.89 5.16 0.013
C 1.91 -1.34 1.11 0.001
H 2.97 -1.75 -5.31 0.000
H -0.33 -0.08 -5.05 0.000
O -1.69 -0.58 1.03 0.034
N -4.48 2.21 2.75 0.001
C 1.83 -3.38 2.42 0.002
H -4.07 -1.37 3.27 0.002
C -2.43 -2.41 4.30 0.025
Co -0.79 -0.04 2.71 2.586
H 1.15 -0.35 -6.05 0.000
H 1.54 3.10 -4.15 0.000
H 4.07 2.05 -3.51 0.000
C -3.51 1.37 2.23 -0.009
S -0.08 1.79 1.66 0.121
H 2.52 2.48 -5.50 0.000
H -5.12 2.30 0.24 0.001
S 0.13 0.65 4.54 0.127
C -3.49 0.99 0.85 0.005
H -4.80 3.03 4.71 0.001
H 2.76 0.54 0.54 -0.001
C 3.34 0.22 -4.40 0.000
H 2.09 -4.33 2.85 -0.001
H 5.45 -2.30 -5.50 0.000
N 0.89 -1.32 1.97 0.022
H -2.85 0.68 -3.00 -0.001
C 5.67 0.75 -4.15 0.000
C 0.83 -2.52 2.71 -0.002
H 7.14 -0.77 -4.60 0.000
C -2.17 0.14 -1.10 0.006
H 0.70 -1.45 -4.59 0.000
C -4.28 1.68 -0.06 -0.003
C -4.13 1.56 -1.48 0.005
H -4.16 -1.32 5.04 0.002
H -2.59 1.42 5.32 0.002
H 1.19 0.26 -0.25 0.001
C -0.45 -3.70 4.58 -0.006

---

66
Properties=species:S:1:pos:R:3:mulliken_charge:R:1 method="wB97M-V/def2-TZVPD" e_lumo_ev="-5.15 / -5.12" e_homo_ev="-10.746 / -10.974" homo_lumo_gap_ev="5.60 / 5.85" charge=+1 e_tot_ev=-120530.28995
H 1.31 0.98 -3.66 0.709
C -0.31 -0.44 -3.55 -1.371
C 1.32 -1.04 2.59 -0.902
H 3.28 0.36 -0.87 0.306
C -1.44 -4.72 -2.52 -0.975
F -0.96 2.09 1.04 -0.029
Cl 0.08 3.54 -5.37 -0.120
F -1.87 -0.65 4.81 -0.289
C 1.96 -3.23 0.72 -1.232
H -2.54 2.93 -3.83 0.429
H 2.95 -1.64 -0.28 0.333
H 0.76 -0.76 -6.13 0.555
S 0.20 -4.19 -4.41 -0.096
C -1.43 1.92 2.28 0.391
H 1.05 -3.18 0.13 0.171
H 1.40 -0.15 3.21 0.539
C 2.61 0.51 1.20 -0.873
H -3.70 0.80 -4.11 0.488
N -0.97 -0.42 2.11 -0.189
C -0.11 -2.96 -3.25 -0.938
H -0.37 -1.70 3.69 0.467
C 1.69 -1.62 -4.38 -1.052
H 3.43 1.95 -0.14 0.511
H -2.79 3.73 4.79 0.527
C -1.00 -3.39 -2.30 -0.230
C 3.84 -1.87 -5.53 -0.546
H -1.02 -6.26 -4.04 0.475
C -0.62 2.10 -3.20 0.580
H 3.60 -1.96 1.33 0.500
C -2.02 2.00 -3.64 -0.623
H 2.07 1.24 1.80 0.451
N 1.87 -0.77 1.27 0.471
H 1.88 -1.84 3.08 0.480
C -1.84 0.53 4.20 0.595
C 1.65 -1.17 -5.66 -0.305
O 1.22 -1.31 -2.07 -0.579
H -1.33 -2.79 -1.47 0.452
S 3.25 -2.19 -3.95 -0.053
C -1.91 3.01 2.97 -0.260
H 2.62 -3.95 0.24 0.476
H 4.87 -2.10 -5.78 0.488
S -1.94 -0.73 -3.69 0.171
C -0.87 -5.27 -3.63 -0.527
C -2.40 2.88 4.26 -0.417
C -2.66 0.85 -3.81 -0.775
C -1.36 0.63 2.87 0.016
C 2.89 -1.33 -6.33 -0.704
C 0.63 -1.62 -3.29 2.768
N -0.11 1.43 -2.07 -0.525
C -0.17 -1.47 2.64 -0.938
H 3.59 0.37 1.67 0.406
Tl -0.06 -0.28 -0.39 1.509
H -0.31 -2.36 2.03 0.388
H 1.85 1.38 -0.65 0.230
C 2.67 -1.88 0.74 -0.692
Cl -0.86 4.79 -2.92 -0.131
C 0.28 0.85 -3.33 0.055
F -1.90 4.20 2.38 -0.276
F -2.86 1.46 6.07 -0.279
Cl 1.72 3.53 -2.98 -0.117
C -2.38 1.62 4.85 0.086
C 2.80 1.07 -0.20 -0.959
H -2.15 -5.24 -1.89 0.433
H 3.06 -1.06 -7.36 0.433
H 1.74 -3.60 1.72 0.387
C 0.07 3.43 -3.59 0.729